{"formula": "C44H52BiBr2IN5OS3", "method": "ωB97M-V/def2-TZVPD", "relative_energy_ev": 1.901, "total_charge": -1, "orbital_gap_ev": [5.84, 6.55], "homo_energy_ev": [-4.183, -4.666], "multiplicity": 1, "energy_ha": -8911.9622, "lumo_ev": [1.65, 1.89], "symbols": ["Bi", "Br", "C", "C", "C", "Br", "C", "C", "C", "C", "N", "C", "C", "O", "H", "H", "H", "H", "C", "C", "C", "C", "C", "C", "C", "C", "N", "C", "C", "C", "C", "N", "C", "C", "C", "C", "C", "C", "C", "C", "H", "H", "H", "H", "H", "H", "H", "H", "H", "H", "H", "H", "H", "H", "H", "H", "H", "H", "H", "H", "H", "H", "H", "H", "S", "C", "C", "C", "C", "C", "C", "S", "H", "H", "H", "H", "C", "C", "C", "C", "N", "C", "S", "N", "C", "C", "C", "C", "H", "H", "H", "H", "H", "H", "H", "H", "H", "H", "H", "H", "H", "H", "H", "H", "H", "H", "H", "H", "I"], "positions_angstrom": [[0.487589, 1.278839, -0.660146], [1.869221, 5.084480, 2.506259], [1.000197, 3.538371, 3.153637], [0.929992, 3.325663, 4.539404], [0.276332, 2.240978, 5.047445], [0.207888, 2.005815, 6.934687], [-0.333010, 1.296209, 4.186558], [-1.046421, 0.147557, 4.600964], [-1.581046, -0.691779, 3.664720], [-1.378044, -0.418008, 2.295505], [-0.710586, 0.628500, 1.885599], [-0.222503, 1.505559, 2.794685], [0.422128, 2.672315, 2.235258], [0.410721, 2.880183, 0.963506], [1.395424, 4.041026, 5.203241], [-1.168049, -0.046564, 5.658598], [-2.153984, -1.562591, 3.959877], [-1.766826, -1.069967, 1.516853], [3.283651, -0.658121, -3.279378], [1.966702, -1.246775, -3.700909], [1.938489, -2.540982, -4.206427], [0.758514, -3.107027, -4.656868], [-0.408053, -2.363544, -4.619821], [-0.423087, -1.063511, -4.125689], [-1.716041, -0.295240, -4.162294], [0.774379, -0.514514, -3.640820], [0.776003, 0.790772, -3.061813], [0.596903, 1.853684, -3.834121], [0.615982, 1.780226, -5.338581], [0.406710, 3.112925, -3.218728], [0.201094, 4.322282, -4.090163], [0.404874, 3.208002, -1.874076], [0.471084, 4.520719, -1.304208], [1.653306, 5.258198, -1.397733], [2.884690, 4.749168, -2.100503], [1.686963, 6.536398, -0.842479], [0.581735, 7.071768, -0.210173], [-0.586511, 6.328097, -0.130987], [-0.661815, 5.053697, -0.674457], [-1.935284, 4.267063, -0.583183], [3.865697, -1.386836, -2.712659], [3.162034, 0.226033, -2.662146], [3.869809, -0.372701, -4.158575], [2.861262, -3.110198, -4.231875], [0.746642, -4.123727, -5.031204], [-1.341400, -2.796071, -4.963080], [-2.552001, -0.959756, -3.942001], [-1.872597, 0.131287, -5.158472], [-1.752606, 0.508546, -3.431014], [0.882631, 0.781990, -5.676430], [1.341096, 2.488859, -5.745144], [-0.357956, 2.033490, -5.763321], [-0.530928, 4.106919, -4.870614], [1.129357, 4.617058, -4.589828], [-0.151409, 5.173459, -3.514721], [2.783221, 3.719340, -2.431052], [3.743337, 4.787047, -1.428794], [3.111405, 5.375024, -2.968973], [2.605532, 7.110052, -0.910833], [0.626887, 8.064160, 0.222064], [-1.461071, 6.740135, 0.359883], [-2.773222, 4.919465, -0.335169], [-1.860813, 3.500332, 0.191205], [-2.166272, 3.748949, -1.514220], [-2.837924, 0.909999, -0.918208], [-4.143283, -0.252597, -0.838842], [-5.500417, 0.014611, -0.715624], [-6.404329, -1.041530, -0.657315], [-5.953382, -2.355583, -0.721670], [-4.593592, -2.624720, -0.842183], [-3.685615, -1.573609, -0.897535], [-1.945271, -1.670841, -1.032775], [-5.845541, 1.040705, -0.664256], [-7.464045, -0.836780, -0.562209], [-6.662319, -3.173980, -0.678573], [-4.238172, -3.648006, -0.898118], [-1.959259, -4.853567, 4.418442], [-1.531476, -5.853640, 3.348178], [-0.448953, -5.324773, 2.412152], [-0.897269, -4.116701, 1.595948], [0.115794, -3.650845, 0.666086], [1.017777, -2.682289, 0.928009], [1.882836, -1.973566, -0.339129], [1.203527, -2.366353, 2.217693], [2.091615, -1.330464, 2.725261], [3.118395, -1.871246, 3.711970], [4.271182, -2.654523, 3.084030], [3.884786, -3.992914, 2.458688], [-2.669053, -5.300539, 5.115824], [-2.442526, -3.976580, 3.984785], [-1.097717, -4.508802, 4.997361], [-2.403756, -6.154143, 2.758904], [-1.162307, -6.761572, 3.831854], [-0.140629, -6.108786, 1.716351], [0.446155, -5.068915, 2.991455], [-1.206261, -3.290064, 2.242741], [-1.782219, -4.363733, 1.006338], [-0.104729, -3.707836, -0.316213], [0.661622, -2.861032, 2.908062], [1.485247, -0.559908, 3.203189], [2.581797, -0.874607, 1.865480], [2.612603, -2.490652, 4.465179], [3.526444, -1.013492, 4.253490], [5.027450, -2.825833, 3.855806], [4.743250, -2.025461, 2.323396], [3.276096, -4.587863, 3.146917], [4.775321, -4.576761, 2.217585], [3.320886, -3.861191, 1.535263], [3.259364, 1.598243, -0.070091]], "atomic_forces_ev_per_a": [[-0.3, -0.1, 0.0], [0.0, 0.0, 0.0], [0.0, 0.0, 0.0], [0.0, 0.0, 0.0], [0.0, 0.0, 0.0], [0.0, 0.0, 0.0], [0.0, 0.0, 0.0], [0.0, 0.0, 0.0], [0.0, 0.0, 0.0], [0.0, 0.0, 0.1], [0.0, 0.0, 0.1], [0.1, 0.0, -0.1], [-0.1, -0.1, 0.1], [0.0, 0.0, 0.0], [0.0, 0.0, 0.0], [0.0, 0.0, 0.0], [0.0, 0.0, 0.0], [0.0, 0.0, 0.0], [0.0, 0.0, 0.0], [0.0, 0.0, 0.0], [0.0, 0.0, 0.0], [0.0, 0.0, 0.0], [0.0, 0.0, 0.0], [0.0, 0.0, 0.0], [0.0, 0.0, 0.0], [0.0, 0.1, 0.0], [-0.1, 0.0, -0.1], [0.0, 0.0, 0.0], [0.0, 0.0, 0.0], [0.0, 0.0, 0.0], [0.0, 0.0, 0.0], [0.0, 0.1, -0.1], [0.0, -0.1, 0.1], [0.0, 0.0, 0.0], [0.0, 0.0, 0.0], [0.0, 0.0, 0.0], [0.0, 0.0, 0.0], [0.0, 0.0, -0.1], [0.0, 0.0, 0.0], [0.0, 0.0, 0.0], [0.0, 0.0, 0.0], [0.0, 0.0, 0.0], [0.0, 0.0, 0.0], [0.0, 0.0, 0.0], [0.0, 0.0, 0.0], [0.0, 0.0, 0.0], [0.0, 0.0, 0.0], [0.0, 0.0, 0.0], [0.0, 0.0, 0.0], [0.0, 0.0, 0.0], [0.0, 0.0, 0.0], [0.0, 0.0, 0.0], [0.0, 0.0, 0.0], [0.0, 0.0, 0.0], [0.0, 0.0, 0.0], [0.0, 0.0, 0.0], [0.0, 0.0, 0.0], [0.0, 0.0, 0.0], [0.0, 0.0, 0.0], [0.0, 0.0, 0.0], [0.0, 0.0, 0.0], [0.0, 0.0, 0.0], [0.0, 0.0, 0.0], [0.0, 0.0, 0.0], [-0.1, 0.1, 0.0], [0.0, -0.1, 0.0], [0.0, 0.0, 0.0], [0.0, 0.0, 0.0], [0.0, 0.0, 0.0], [0.0, 0.0, 0.0], [0.0, 0.0, 0.0], [0.0, 0.0, 0.0], [0.0, 0.0, 0.0], [0.0, 0.0, 0.0], [0.0, 0.0, 0.0], [0.0, 0.0, 0.0], [0.0, 0.0, 0.0], [0.0, 0.0, 0.0], [0.0, 0.0, 0.0], [0.0, 0.1, 0.0], [0.0, 0.0, -0.1], [0.1, 0.1, 0.0], [-0.1, 0.0, 0.0], [0.0, 0.0, 0.0], [0.0, 0.0, -0.1], [0.0, 0.0, 0.0], [0.0, 0.0, 0.0], [0.0, 0.0, 0.0], [0.0, 0.0, 0.0], [0.0, 0.0, 0.0], [0.0, 0.0, 0.0], [0.0, 0.0, 0.0], [0.0, 0.0, 0.0], [0.0, 0.0, 0.0], [0.0, 0.0, 0.0], [0.0, 0.0, 0.0], [0.0, 0.0, 0.0], [0.0, 0.0, 0.0], [0.0, 0.0, 0.0], [0.0, 0.0, 0.0], [0.0, 0.0, 0.0], [0.0, 0.0, 0.0], [0.0, 0.0, 0.0], [0.0, 0.0, 0.0], [0.0, 0.0, 0.0], [0.0, 0.0, 0.0], [0.0, 0.0, 0.0], [0.0, 0.0, 0.0], [0.4, 0.1, 0.1]]}